(1)
74
Properties=species:S:1:pos:R:3 method="wB97M-V/def2-TZVPD" lumo_energy_ha=-0.1810 total_charge=+1 gap_ev=6.04 e_tot_ha=-1383.0851
C -6.749 4.493 -2.600
C -6.048 3.237 -2.141
C -4.585 3.534 -1.870
C -3.785 2.281 -1.401
C -2.316 2.679 -1.140
C -1.375 1.532 -0.787
Si 0.348 2.034 -0.190
H 0.853 0.894 1.279
H -7.795 4.338 -2.816
H -6.680 5.274 -1.842
H -6.276 4.885 -3.502
H -6.501 2.819 -1.243
H -6.122 2.431 -2.870
H -4.116 3.955 -2.781
H -4.504 4.337 -1.111
H -4.262 1.860 -0.489
H -3.855 1.497 -2.186
H -1.995 3.219 -2.040
H -2.327 3.476 -0.390
H -1.804 0.928 0.021
H -1.158 0.952 -1.706
H 1.326 1.742 -1.341
H 0.467 3.317 0.517
C -1.764 -2.363 -3.298
C -1.226 -2.572 -1.911
C -1.746 -1.803 -0.864
C -1.252 -1.883 0.443
C -2.017 -1.228 1.572
C -0.101 -2.696 0.634
C 0.734 -2.631 1.898
C 0.150 -3.434 3.096
C 1.216 -1.157 2.288
C 1.471 -0.038 1.159
C 2.962 0.413 1.051
C 3.717 0.101 -0.089
C 3.117 -0.589 -1.309
C 5.101 0.341 -0.074
C 5.733 0.924 1.033
C 7.266 1.015 1.149
C 4.920 1.398 2.076
C 3.551 1.171 2.104
C 2.700 1.712 3.226
C 0.177 -3.721 -0.324
C 0.875 -5.050 -0.017
C -0.248 -3.534 -1.648
H -1.569 -3.257 -3.907
H -2.847 -2.196 -3.228
H -1.324 -1.487 -3.801
H -2.606 -1.136 -1.061
H -2.279 -1.957 2.347
H -1.493 -0.386 2.021
H -2.981 -0.842 1.226
H 1.672 -3.127 1.614
H -0.232 -4.426 2.820
H 0.904 -3.582 3.883
H -0.674 -2.856 3.507
H 0.410 -0.772 2.931
H 2.091 -1.338 2.957
H 1.132 -0.577 0.209
H 3.772 -0.444 -2.175
H 3.115 -1.675 -1.131
H 2.102 -0.278 -1.582
H 5.704 0.041 -0.962
H 7.516 1.647 2.017
H 7.663 -0.021 1.288
H 7.740 1.505 0.279
H 5.358 1.987 2.903
H 3.182 2.582 3.678
H 1.683 1.983 2.912
H 2.619 0.963 4.019
H 0.448 -5.816 -0.707
H 1.973 -5.007 -0.212
H 0.716 -5.403 1.026
H 0.127 -4.217 -2.438

=====

(2)
101
Properties=species:S:1:pos:R:3 method="wB97M-V/def2-TZVPD" lumo_energy_ha=0.0072 total_charge=0 gap_ev=8.08 e_tot_ha=-4111.5795
C 6.373 3.993 2.965
C 6.769 3.305 1.682
C 7.431 2.081 1.694
C 7.792 1.508 0.482
C 7.492 2.083 -0.757
C 7.954 1.340 -1.993
C 8.481 2.223 -3.133
C 6.902 0.322 -2.501
C 6.777 3.293 -0.765
O 6.455 3.824 -1.981
C 6.000 5.162 -1.991
C 4.544 5.368 -1.667
O 3.710 4.794 -2.654
C 2.379 4.627 -2.216
C 1.957 3.162 -2.382
S 3.057 2.148 -1.323
O 0.581 3.153 -2.055
C 0.029 1.983 -1.467
B -0.087 0.668 -2.384
N 0.643 -0.530 -2.004
O -0.888 0.635 -3.484
P -1.756 2.462 -1.125
N -2.409 1.224 -0.132
O -1.614 3.794 -0.165
P 2.286 2.816 -4.247
C 3.149 1.204 -4.209
O 0.778 2.506 -4.843
C 6.455 3.889 0.452
H 5.616 4.741 2.753
H 5.940 3.280 3.658
H 7.233 4.494 3.398
H 7.668 1.601 2.629
H 8.322 0.567 0.505
H 8.795 0.737 -1.663
H 9.203 1.641 -3.701
H 7.675 2.449 -3.821
H 8.959 3.130 -2.787
H 6.002 0.404 -1.900
H 7.275 -0.692 -2.400
H 6.693 0.498 -3.549
H 6.594 5.788 -1.326
H 6.166 5.541 -2.996
H 4.338 6.440 -1.593
H 4.315 4.928 -0.698
H 2.273 4.906 -1.169
H 1.699 5.244 -2.801
H 2.559 2.468 -0.119
H 0.470 1.743 -0.495
H 0.040 -1.300 -1.735
H 1.232 -0.342 -1.200
H -0.530 -0.020 -4.090
H -1.824 0.958 0.660
H -2.589 0.403 -0.696
H -2.287 3.751 0.526
H 3.197 0.791 -5.212
H 2.741 0.486 -3.502
H 4.166 1.466 -3.941
H 0.775 1.771 -5.463
H 5.942 4.834 0.488
C -6.084 -2.919 3.756
C -5.115 -1.759 3.702
O -3.857 -2.159 3.115
C -3.817 -2.196 1.796
O -4.708 -1.934 1.044
C -2.401 -2.608 1.350
F -1.953 -3.643 2.063
F -1.531 -1.594 1.510
F -2.391 -2.950 0.064
H -5.639 -3.758 4.282
H -6.996 -2.623 4.273
H -6.350 -3.258 2.756
H -4.868 -1.417 4.704
H -5.525 -0.912 3.153
C -1.947 -8.387 5.144
C -3.199 -8.653 5.951
O -4.298 -7.839 5.493
C -4.946 -8.286 4.428
O -4.719 -9.282 3.812
C -6.105 -7.330 4.096
F -5.710 -6.050 4.151
F -7.103 -7.493 4.974
F -6.579 -7.567 2.879
H -1.701 -7.325 5.161
H -1.110 -8.949 5.555
H -2.082 -8.680 4.103
H -3.051 -8.374 6.991
H -3.482 -9.704 5.922
C -6.019 0.145 -1.067
C -6.878 0.548 -2.245
O -8.152 -0.129 -2.220
C -9.073 0.393 -1.428
O -8.966 1.360 -0.734
C -10.375 -0.419 -1.550
F -10.134 -1.734 -1.512
F -10.981 -0.139 -2.711
F -11.208 -0.118 -0.560
H -5.903 -0.936 -1.027
H -5.033 0.601 -1.145
H -6.472 0.459 -0.126
H -6.410 0.249 -3.180
H -7.030 1.626 -2.283

=====

(3)
80
Properties=species:S:1:pos:R:3 method="wB97M-V/def2-TZVPD" lumo_energy_ha="-0.2236 / -0.3290" total_charge=+2 multiplicity=4 gap_ev="5.81 / 3.04" e_tot_ha=-5424.6354
N -7.087 5.438 -6.630
C -6.873 6.009 -5.445
C -6.051 5.420 -4.478
C -5.400 4.198 -4.766
C -5.661 3.604 -6.024
C -6.519 4.265 -6.924
C -4.479 3.611 -3.808
V -0.066 -0.021 0.082
P 5.999 -0.905 -1.118
C -3.587 2.628 -4.104
C -2.605 2.146 -3.167
C -1.447 1.492 -3.645
C -0.425 1.125 -2.765
C -0.650 1.344 -1.416
C -1.797 1.943 -0.874
C -2.768 2.383 -1.782
Br 2.144 0.414 -0.716
H -4.493 4.085 -2.825
H -3.522 2.240 -5.123
H -5.897 5.925 -3.528
H -5.208 2.657 -6.311
H -7.358 6.969 -5.244
H -6.736 3.827 -7.904
H -1.357 1.312 -4.718
H -3.678 2.872 -1.431
H 0.524 0.719 -3.121
H -1.892 2.113 0.203
P -0.645 -2.034 -0.944
C 5.507 0.849 -0.846
C 6.550 1.875 -1.284
H 5.283 0.949 0.225
H 4.571 1.008 -1.395
H 6.270 2.860 -0.895
H 7.545 1.625 -0.904
H 6.592 1.951 -2.376
C 5.138 -1.308 -2.701
C 5.811 -2.488 -3.414
H 5.186 -0.401 -3.321
H 4.083 -1.516 -2.471
H 5.459 -2.547 -4.451
H 6.902 -2.367 -3.433
H 5.576 -3.439 -2.920
C 4.948 -1.830 0.086
C 5.672 -2.012 1.420
H 4.731 -2.806 -0.377
H 4.000 -1.277 0.190
H 5.119 -2.703 2.060
H 6.678 -2.422 1.269
H 5.767 -1.060 1.952
C -0.527 -3.424 0.239
C -1.634 -4.470 0.125
H -0.493 -2.984 1.250
H 0.461 -3.874 0.058
H -2.588 -4.100 0.516
H -1.786 -4.804 -0.908
H -1.362 -5.353 0.714
C 0.552 -2.455 -2.263
C 0.014 -2.384 -3.683
H 0.931 -3.458 -2.020
H 1.395 -1.758 -2.136
H -0.790 -3.109 -3.851
H -0.355 -1.383 -3.935
H 0.823 -2.616 -4.387
C -2.337 -2.030 -1.638
C -3.436 -1.571 -0.672
H -2.530 -3.050 -2.005
H -2.305 -1.365 -2.515
H -4.123 -0.881 -1.185
H -4.038 -2.419 -0.316
H -3.047 -1.031 0.207
C -0.983 -1.037 4.000
C -0.455 0.013 3.089
C 0.484 1.028 3.611
O -0.855 0.047 1.893
H -0.863 -0.693 5.030
H -0.408 -1.970 3.899
H -2.042 -1.245 3.803
H 1.530 0.759 3.401
H 0.281 2.023 3.191
H 0.375 1.068 4.699